[1]
This record from OMol25 describes the molecule C4H9NS in a non-equilibrium geometry. The level of theory is the ωB97M-V functional and the def2-TZVPD basis.

Positions of all 15 atoms, in Å:
C 1.746 1.437 1.758
C -0.618 0.323 -1.499
C -0.848 -0.812 -0.551
C -0.754 -0.438 0.888
N 1.719 -0.639 -0.007
S 0.985 0.285 1.020
H 1.216 2.198 2.322
H 0.488 0.763 -1.460
H -1.169 1.171 -1.245
H -1.840 -1.120 -0.647
H -0.211 -1.647 -0.709
H -1.482 0.328 1.312
H -0.940 -1.318 1.444
H 2.642 -0.401 -0.102
H -0.935 -0.131 -2.524

Its SMILES is [H]/N=S(#C)/CCC. Its max |F| is 0.06969 hartree/bohr. The highest occupied orbital energy (alpha / beta) is -8.5 / -8.5 eV. For the total energy, the calculation gives -16613.46434 eV. For the LUMO energy (alpha / beta), the calculation gives 0.462 / 0.462 eV.



[2]
This record from OMol25 describes the ion C4H9O with charge -1 in a non-equilibrium geometry. The level of theory is the ωB97M-V functional and the def2-TZVPD basis.

Positions of all 14 atoms, in Å:
C 0.095 -0.464 -1.157
O 0.928 -1.239 -1.858
C 0.766 0.303 0.015
C -0.383 1.107 0.753
C -1.054 0.177 1.829
H -0.536 0.229 -1.832
H -0.708 -1.037 -0.634
H 1.607 0.968 -0.165
H 1.214 -0.431 0.685
H -1.119 1.237 -0.046
H -0.140 1.994 1.334
H -0.680 0.417 2.805
H -1.087 -0.856 1.492
H -2.114 0.458 1.802

The net charge is -1. Its SMILES is CCCC[O-]. Its max |F| is 0.05029 hartree/bohr. The highest occupied orbital energy is -2.0 eV. For the total energy, the calculation gives -6340.24538 eV. For the LUMO energy, the calculation gives 4.218 eV.



[3]
This record from OMol25 describes a cluster of 2 separate species, C4H9O in total in a non-equilibrium geometry. The level of theory is the ωB97M-V functional and the def2-TZVPD basis.

Positions of all 14 atoms, in Å:
C 1.658 -1.094 2.395
O 0.892 -1.620 1.444
H 1.986 -1.848 3.191
H 1.316 -0.228 3.044
H 2.622 -0.614 2.048
C -0.936 0.069 -0.255
C -0.627 0.948 -1.456
C -1.284 0.980 -2.609
H -1.164 0.737 0.577
H 0.090 -0.291 -0.106
H -1.617 -0.754 -0.459
H 0.164 1.687 -1.395
H -1.089 1.742 -3.384
H -2.012 0.285 -3.035

The net charge is -1. Its max |F| is 0.05718 hartree/bohr. The highest occupied orbital energy is -2.1 eV. For the total energy, the calculation gives -6339.35164 eV. For the LUMO energy, the calculation gives 3.870 eV.



[4]
This record from OMol25 describes a cluster of 2 separate species, C4H9O in total in a non-equilibrium geometry. The level of theory is the ωB97M-V functional and the def2-TZVPD basis.

Positions of all 14 atoms, in Å:
C -1.643 1.955 1.651
O -0.559 2.252 0.825
H -1.742 2.746 2.503
H -1.494 1.022 2.147
H -2.613 2.077 1.069
C 0.560 -0.517 -0.091
C 0.524 -1.227 -1.449
C 1.649 -1.966 -1.704
H -0.428 -0.537 0.460
H 0.626 0.572 -0.435
H 1.377 -0.904 0.676
H -0.442 -1.165 -1.848
H 1.642 -2.507 -2.667
H 2.542 -1.801 -1.138

The net charge is -1. Its max |F| is 0.10887 hartree/bohr. The highest occupied orbital energy is -1.8 eV. For the total energy, the calculation gives -6338.74929 eV. For the LUMO energy, the calculation gives 3.854 eV.



[5]
This record from OMol25 describes the ion C4H9O with charge -1 in a non-equilibrium geometry. The level of theory is the ωB97M-V functional and the def2-TZVPD basis.

Positions of all 14 atoms, in Å:
C -0.240 -0.560 1.558
O -0.379 -0.314 2.852
C 0.806 0.462 0.621
C 0.635 -0.017 -0.873
C -0.820 0.328 -1.312
H 0.162 -1.564 1.331
H -1.305 -0.533 1.164
H 1.821 0.166 0.944
H 0.592 1.545 0.630
H 0.887 -1.072 -0.873
H 1.237 0.555 -1.607
H -0.769 1.375 -1.675
H -1.567 -0.018 -0.604
H -1.060 -0.355 -2.155

The net charge is -1. Its SMILES is CCCC[O-]. Its max |F| is 0.04783 hartree/bohr. The highest occupied orbital energy is -1.9 eV. For the total energy, the calculation gives -6339.85856 eV. For the LUMO energy, the calculation gives 4.297 eV.



[6]
This record from OMol25 describes the ion C4H9O2 with charge -1 in a non-equilibrium geometry. The level of theory is the ωB97M-V functional and the def2-TZVPD basis.

Positions of all 15 atoms, in Å:
C -0.055 -0.474 0.210
C -0.532 0.746 -0.608
C 0.554 1.689 -1.145
O 1.891 1.388 -0.730
C -1.181 -1.231 0.902
O -0.784 -2.350 1.519
H 0.663 -0.200 0.987
H 0.490 -1.105 -0.488
H -1.046 0.291 -1.456
H -1.258 1.327 -0.041
H 0.572 1.672 -2.242
H 0.359 2.700 -0.783
H 1.854 0.551 -0.243
H -1.978 -1.398 0.120
H -1.635 -0.478 1.599

The net charge is -1. Its SMILES is [O-]CCCCO. Its max |F| is 0.02500 hartree/bohr. The highest occupied orbital energy is -2.3 eV. For the total energy, the calculation gives -8388.02066 eV. For the LUMO energy, the calculation gives 3.782 eV.



[7]
This record from OMol25 describes a cluster of 2 separate species, C4H9O2 in total in a non-equilibrium geometry. The level of theory is the ωB97M-V functional and the def2-TZVPD basis.

Positions of all 15 atoms, in Å:
C 0.174 -0.273 -0.269
C -0.903 -1.020 -0.853
C -1.273 -0.043 0.522
O -2.074 0.908 0.056
C 0.745 0.943 -0.994
O 2.095 0.141 1.891
H 0.913 -0.729 0.417
H 1.657 1.286 -0.502
H -1.825 -0.776 -1.363
H -0.609 -2.076 -0.956
H -0.771 0.307 1.447
H -1.769 -0.948 0.958
H 0.074 1.771 -0.722
H 0.756 0.727 -2.056
H 2.809 -0.219 2.424

The net charge is -1. Its max |F| is 0.07532 hartree/bohr. The highest occupied orbital energy is -3.0 eV. For the total energy, the calculation gives -8383.96060 eV. For the LUMO energy, the calculation gives 3.641 eV.



[8]
This record from OMol25 describes a cluster of 2 separate species, C4H9O2 in total in a non-equilibrium geometry. The level of theory is the ωB97M-V functional and the def2-TZVPD basis.

Positions of all 15 atoms, in Å:
C -0.261 -0.411 1.955
C -0.454 -1.578 0.976
H -1.154 -0.126 2.496
H 0.548 -0.689 2.632
H 0.114 0.492 1.477
H -1.290 -1.365 0.314
H 0.392 -1.667 0.292
H -0.479 -2.484 1.575
C 0.336 0.529 -1.316
C 0.520 1.779 -2.153
O 0.474 2.909 -1.533
O 0.501 1.781 -3.369
H 0.354 0.820 -0.279
H 1.084 -0.222 -1.518
H -0.684 0.231 -1.550

Its max |F| is 0.03422 hartree/bohr. As for the spin multiplicity: 2. As for the expectation value of S²: 0.755. The highest occupied orbital energy (alpha / beta) is -11.3 / -10.7 eV. For the total energy, the calculation gives -8386.67759 eV. For the LUMO energy (alpha / beta), the calculation gives 0.725 / -3.024 eV.



[9]
This record from OMol25 describes the ion C4H9O2 with charge +1 in a non-equilibrium geometry. The level of theory is the ωB97M-V functional and the def2-TZVPD basis.

Positions of all 15 atoms, in Å:
C -2.203 -0.168 0.218
C 1.024 -0.604 1.054
C 0.856 0.052 -1.471
C 0.284 0.235 -0.050
O -0.037 1.547 0.302
O -1.080 -0.501 -0.156
H -2.861 -1.038 -0.074
H -2.594 0.872 0.606
H 0.321 -0.458 1.848
H 1.000 -1.649 0.871
H 2.027 -0.227 1.139
H 0.138 0.535 -2.109
H 0.898 -0.907 -1.813
H 1.810 0.383 -1.397
H 0.418 1.928 1.032

The net charge is +1. Its max |F| is 0.08657 hartree/bohr. The highest occupied orbital energy is -16.1 eV. For the total energy, the calculation gives -8379.53293 eV. For the LUMO energy, the calculation gives -5.684 eV.



[10]
This record from OMol25 describes the molecule C4H9O2P in a non-equilibrium geometry. The level of theory is the ωB97M-V functional and the def2-TZVPD basis.

Positions of all 16 atoms, in Å:
C 0.115 1.717 -0.954
C 0.058 -1.417 -1.019
C 0.902 0.878 -0.037
C 0.416 -0.491 0.056
O -0.496 0.250 2.690
O -1.639 -1.855 2.023
P -0.776 -0.547 1.477
H -0.821 2.040 -0.508
H 0.098 1.229 -1.888
H 0.644 2.689 -1.019
H 1.029 -1.791 -1.444
H -0.585 -0.795 -1.842
H -0.318 -2.293 -0.761
H 1.795 0.831 -0.653
H 1.199 1.310 0.891
H -1.623 -1.756 2.989

Its max |F| is 0.13215 hartree/bohr. The highest occupied orbital energy is -8.1 eV. For the total energy, the calculation gives -17675.78364 eV. For the LUMO energy, the calculation gives -0.381 eV.



[11]
This record from OMol25 describes a cluster of 2 separate species, C4H9O2S in total in a non-equilibrium geometry. The level of theory is the ωB97M-V functional and the def2-TZVPD basis.

Positions of all 16 atoms, in Å:
C -2.894 -0.134 -1.323
C -1.507 0.545 -1.170
O -0.918 0.304 -0.083
O -1.155 1.297 -2.092
H -3.232 -0.188 -2.358
H -3.597 0.566 -0.858
H -2.896 -1.099 -0.825
C 1.488 -1.334 0.328
C 2.164 0.978 1.678
S 2.887 -0.604 1.227
H 1.480 -2.420 0.354
H 0.580 -0.754 0.562
H 1.594 -1.151 -0.752
H 1.114 0.951 1.979
H 2.109 1.684 0.843
H 2.783 1.358 2.488

The net charge is -1. Its max |F| is 0.03061 hartree/bohr. The highest occupied orbital energy is -4.2 eV. For the total energy, the calculation gives -19225.51414 eV. For the LUMO energy, the calculation gives 3.308 eV.



[12]
This record from OMol25 describes a structure of composition C4H9O2S in a non-equilibrium geometry. The level of theory is the ωB97M-V functional and the def2-TZVPD basis.

Positions of all 16 atoms, in Å:
C 0.728 -0.926 1.018
C -1.389 -0.434 0.077
C 0.453 -0.181 -1.476
C -0.012 -0.069 -0.014
O 1.162 2.208 1.665
O 0.080 3.073 -0.402
S -0.046 2.178 0.784
H 1.008 -0.485 1.972
H 0.140 -1.804 1.136
H 1.689 -1.258 0.622
H -1.574 -1.515 -0.282
H -2.054 0.196 -0.647
H -1.788 -0.177 1.057
H -0.512 -0.003 -2.080
H 1.350 0.408 -1.934
H 0.764 -1.210 -1.496

The net charge is -1. Its max |F| is 0.08469 hartree/bohr. The highest occupied orbital energy is -2.5 eV. For the total energy, the calculation gives -19223.58385 eV. For the LUMO energy, the calculation gives 3.962 eV.



[13]
This record from OMol25 describes a cluster of 2 separate species, C4H9O3 in total in a non-equilibrium geometry. The level of theory is the ωB97M-V functional and the def2-TZVPD basis.

Positions of all 16 atoms, in Å:
C 0.372 1.653 2.324
C -0.774 1.812 1.291
O -0.440 1.452 0.128
O -1.850 2.304 1.659
H 0.062 1.820 3.358
H 1.145 2.355 2.011
H 0.725 0.621 2.294
C -0.317 -1.002 -1.760
C 0.437 -2.172 -1.130
O 0.478 0.133 -1.940
H -0.688 -1.363 -2.721
H -1.172 -0.773 -1.125
H -0.251 -3.036 -1.138
H 0.198 0.758 -1.297
H 0.852 -2.034 -0.151
H 1.222 -2.530 -1.803

The net charge is -1. Its max |F| is 0.04571 hartree/bohr. The highest occupied orbital energy is -4.4 eV. For the total energy, the calculation gives -10438.04179 eV. For the LUMO energy, the calculation gives 3.966 eV.